The following is a DFT calculation (ωB97M-V/def2-TZVPD) of a structure of composition C44H53KN7OP.

Output
Strongest force on any atom (eV/A): 0.5
HOMO-LUMO gap (eV): 6.301
E_HOMO (eV): -6.4
Energy relative to the best compared isomer or geometry (same formula, charge and spin) (kcal/mol): 0.0

Each line ends with the Mulliken charge.
Cartesian coordinates (Å):
K (-0.6146, 0.6457, 0.2995)  2.1743
C (-3.5563, 0.7159, 0.0324)  -0.7449
C (-3.1389, 1.0133, 1.3557)  0.1468
C (-2.7275, -0.2310, 1.9459)  -0.8916
C (-2.8800, -1.2250, 0.9467)  0.2455
C (-3.4133, -0.6605, -0.2301)  -0.9928
C (-4.1413, -1.4593, -1.3052)  3.2310
C (-3.3223, -2.6697, -1.7683)  -1.4928
C (-4.5162, -0.5996, -2.5153)  -1.8449
C (-5.4500, -1.9800, -0.6880)  -1.8418
C (-2.1689, -0.6006, 3.3299)  2.8086
C (-3.0588, -0.1057, 4.4740)  -1.9066
C (-2.0978, -2.1275, 3.4787)  -2.2679
C (-0.7247, -0.1036, 3.5233)  -1.1825
C (-3.2912, 2.4415, 1.9008)  2.3612
C (-2.1269, 2.9227, 2.7760)  -1.7111
C (-3.3637, 3.4479, 0.7402)  -2.0303
C (-4.6029, 2.5763, 2.6882)  -1.7535
H (-3.9912, 1.4258, -0.6544)  0.1285
H (-2.7189, -2.2833, 1.0879)  0.7813
H (-2.4324, -2.3796, -2.3321)  0.1233
H (-3.9248, -3.3098, -2.4177)  0.5142
H (-2.9961, -3.2733, -0.9204)  0.1769
H (-3.6450, -0.1609, -2.9983)  0.1279
H (-5.1880, 0.2105, -2.2273)  0.3352
H (-5.0348, -1.2098, -3.2595)  0.4834
H (-5.2401, -2.6440, 0.1513)  0.3039
H (-6.0442, -2.5251, -1.4265)  0.4695
H (-6.0454, -1.1483, -0.3088)  0.3603
H (-4.0782, -0.4716, 4.3431)  0.3268
H (-3.1048, 0.9774, 4.5375)  0.2731
H (-2.6840, -0.4757, 5.4326)  0.4720
H (-3.0754, -2.5884, 3.3346)  0.4008
H (-1.7442, -2.3777, 4.4817)  0.4866
H (-1.4030, -2.5715, 2.7635)  0.2728
H (-0.6423, 0.9796, 3.5548)  -0.0434
H (-0.1040, -0.4593, 2.6991)  -0.5605
H (-0.2909, -0.5052, 4.4437)  0.6722
H (-1.1682, 2.8483, 2.2503)  0.0573
H (-2.0356, 2.3758, 3.7089)  0.1679
H (-2.2679, 3.9766, 3.0300)  0.6133
H (-2.4907, 3.3754, 0.0855)  0.2364
H (-3.4026, 4.4644, 1.1388)  0.5021
H (-4.2511, 3.3012, 0.1273)  0.3550
H (-4.6384, 1.8996, 3.5388)  0.2181
H (-5.4461, 2.3347, 2.0394)  0.3358
H (-4.7330, 3.5983, 3.0558)  0.4860
O (-1.3333, -0.0721, -2.4537)  -0.1745
N (-0.0954, -0.7099, -2.5997)  0.0608
C (0.3782, -0.5415, -3.7652)  -0.7485
C (1.7568, -0.9749, -4.0669)  0.2660
C (2.0848, -1.0999, -5.4147)  -0.7979
C (3.3629, -1.4632, -5.8099)  -0.7168
C (4.3301, -1.6868, -4.8431)  -0.8418
C (4.0152, -1.5449, -3.4987)  -0.6355
C (2.7376, -1.1942, -3.0785)  0.3785
P (2.3459, -0.9006, -1.2979)  1.6866
C (4.0059, -0.8673, -0.5200)  0.4766
C (4.7136, 0.3235, -0.7069)  -0.2031
C (5.9355, 0.5366, -0.0933)  -0.7741
C (6.4698, -0.4370, 0.7432)  -0.5755
C (5.7707, -1.6154, 0.9516)  -0.7288
C (4.5492, -1.8298, 0.3240)  -0.7042
C (1.7183, -2.5709, -0.8380)  -0.0896
C (2.3665, -3.7367, -1.2420)  -0.0354
C (1.8872, -4.9882, -0.8867)  -0.7668
C (0.7321, -5.0991, -0.1260)  -0.9240
C (0.0550, -3.9499, 0.2555)  -0.8368
C (0.5429, -2.7006, -0.1046)  -0.3206
H (-1.7596, -0.4680, -1.6585)  -0.7240
H (-0.2120, -0.0395, -4.5309)  0.4092
H (1.3227, -0.9057, -6.1593)  0.4829
H (3.6015, -1.5590, -6.8607)  0.3912
H (5.3357, -1.9653, -5.1300)  0.4467
H (4.7926, -1.7013, -2.7578)  0.4782
H (4.2952, 1.1044, -1.3345)  0.4113
H (6.4641, 1.4666, -0.2562)  0.4084
H (7.4208, -0.2725, 1.2319)  0.3833
H (6.1742, -2.3766, 1.6068)  0.3933
H (4.0163, -2.7520, 0.5134)  0.3843
H (3.2598, -3.6674, -1.8526)  0.4356
H (2.4107, -5.8774, -1.2136)  0.3923
H (0.3469, -6.0731, 0.1449)  0.4087
H (-0.8702, -4.0136, 0.8135)  0.4285
H (-0.0943, -1.8611, 0.1543)  0.6862
N (-0.5081, 2.8596, -2.5770)  -0.1274
C (0.4986, 3.2777, -1.7971)  0.0690
N (1.1073, 4.4194, -2.1175)  -0.8810
C (2.0581, 4.7893, -1.2648)  0.2478
N (2.7143, 5.9362, -1.5236)  -0.3497
N (2.4446, 4.1126, -0.1668)  -0.7160
C (1.7820, 2.9824, 0.0288)  0.1006
N (0.8028, 2.5093, -0.7289)  0.5295
C (2.2442, 2.1651, 1.2211)  0.0867
C (3.1405, 2.7374, 2.1129)  -0.7898
C (3.6706, 1.9469, 3.1186)  -0.8414
C (3.2999, 0.6154, 3.1839)  -1.2223
C (2.3720, 0.1452, 2.2683)  -0.5986
N (1.8302, 0.8990, 1.3148)  1.5795
H (-0.7079, 3.3795, -3.4124)  0.2585
H (-0.9065, 1.9378, -2.4584)  0.0058
H (2.3983, 6.5231, -2.2730)  0.2531
H (3.3758, 6.2753, -0.8507)  0.2472
H (3.4293, 3.7694, 1.9858)  0.5536
H (4.3756, 2.3638, 3.8258)  0.4369
H (3.7074, -0.0540, 3.9284)  0.5113
H (2.0531, -0.8907, 2.2984)  0.4529

***

The following is a DFT calculation (ωB97M-V/def2-TZVPD) of a structure of composition C44H56BrN4O4PSc.

Output
Strongest force on any atom (eV/A): 0.6
Total charge: +1
HOMO-LUMO gap (eV): 7.681
E_HOMO (eV): -10.2
Energy relative to the best compared isomer or geometry (same formula, charge and spin) (kcal/mol): 0.0

Each line ends with the Mulliken charge.
Cartesian coordinates (Å):
Sc (-0.6439, 0.9483, -2.2118)  -0.0578
C (0.1207, 4.1132, -2.3425)  -1.2975
N (-1.1038, 3.2953, -2.2420)  0.9748
C (-1.9261, 3.4595, -3.4546)  -1.2817
C (-1.1982, 2.8446, -4.6256)  0.7985
C (-1.4459, 3.2436, -5.9288)  -0.9366
C (-0.7545, 2.6296, -6.9592)  -0.4908
C (0.1729, 1.6468, -6.6554)  -0.9133
C (0.3650, 1.3011, -5.3307)  -0.5303
N (-0.3048, 1.8876, -4.3319)  0.8489
C (-1.8139, 3.6826, -1.0113)  -1.4560
C (-2.6933, 2.5888, -0.4802)  0.3460
C (-3.9486, 2.8418, 0.0458)  -1.0717
C (-4.6635, 1.7959, 0.6047)  -0.9650
C (-4.1003, 0.5307, 0.6244)  -1.2481
C (-2.8461, 0.3553, 0.0694)  -0.4449
N (-2.1521, 1.3633, -0.4698)  1.9425
C (1.2715, 3.4893, -1.6004)  0.6029
C (2.2942, 4.2654, -1.0790)  -1.1494
C (3.3834, 3.6366, -0.4970)  -0.6636
C (3.4112, 2.2545, -0.4512)  -0.8581
C (2.3473, 1.5482, -0.9851)  0.2229
N (1.2928, 2.1486, -1.5539)  0.9304
H (-0.0721, 5.1281, -1.9790)  0.4796
H (0.4069, 4.2064, -3.3910)  0.4593
H (-2.1095, 4.5240, -3.6480)  0.6416
H (-2.8880, 2.9552, -3.3082)  0.4554
H (-2.1689, 4.0240, -6.1234)  0.5281
H (-0.9333, 2.9191, -7.9859)  0.4430
H (0.7379, 1.1444, -7.4268)  0.4689
H (1.0594, 0.5239, -5.0420)  0.4298
H (-2.3769, 4.6111, -1.1575)  0.4618
H (-1.0536, 3.8814, -0.2502)  0.4261
H (-4.3567, 3.8421, 0.0067)  0.5555
H (-5.6508, 1.9650, 1.0122)  0.5132
H (-4.6246, -0.3168, 1.0415)  0.6518
H (-2.3878, -0.6227, 0.0263)  0.7424
H (2.2333, 5.3441, -1.1313)  0.5366
H (4.1940, 4.2200, -0.0807)  0.4433
H (4.2300, 1.7173, 0.0058)  0.5061
H (2.3094, 0.4706, -0.9348)  0.0073
Br (0.8621, -1.0186, -2.6917)  -0.7300
C (4.7676, -0.2462, 4.6937)  -0.8044
C (3.5960, 0.7421, 4.7220)  -1.0314
C (2.7518, 0.6637, 3.4442)  -0.2383
C (2.7329, -0.7672, 2.8981)  0.7748
C (4.1509, -1.1068, 2.4017)  -1.0011
C (5.2475, -0.4592, 3.2644)  -0.9321
P (1.4824, -0.9257, 1.5318)  0.7660
C (-0.1487, -1.1119, 2.4265)  0.0719
C (-0.1890, -1.9291, 3.7390)  -1.2538
C (-0.3976, -1.0328, 4.9554)  -0.4905
C (-1.7489, -0.3151, 4.8828)  -1.0747
C (-2.0897, 0.1055, 3.4418)  -0.8813
C (-0.8152, 0.2589, 2.6217)  0.9605
C (1.6831, -2.6269, 0.8023)  0.8212
C (1.6966, -3.8263, 1.7612)  -0.7139
C (2.1512, -5.1214, 1.0652)  -0.9264
C (1.8504, -5.0741, -0.4269)  -0.5587
C (2.6484, -3.9544, -1.1045)  -0.7441
C (2.8543, -2.7503, -0.1764)  -0.5831
H (4.4579, -1.2093, 5.1100)  0.2917
H (5.5789, 0.1064, 5.3318)  0.4956
H (3.9677, 1.7627, 4.8450)  0.4606
H (2.9662, 0.5413, 5.5929)  0.2594
H (3.1708, 1.3117, 2.6664)  0.0831
H (1.7486, 1.0455, 3.6410)  -0.1963
H (2.4831, -1.4400, 3.7267)  0.5337
H (4.2621, -0.7684, 1.3655)  0.1909
H (4.2815, -2.1908, 2.3788)  0.2362
H (5.5385, 0.5065, 2.8391)  0.3143
H (6.1465, -1.0772, 3.2421)  0.4965
H (-0.7628, -1.6424, 1.6848)  0.3033
H (0.7150, -2.5262, 3.8641)  0.4573
H (-1.0095, -2.6524, 3.6891)  0.5026
H (0.4178, -0.3039, 5.0078)  -0.1710
H (-0.3281, -1.6182, 5.8739)  0.5684
H (-1.7386, 0.5592, 5.5374)  0.3577
H (-2.5305, -0.9737, 5.2687)  0.3705
H (-2.6708, 1.0305, 3.4372)  0.4286
H (-2.7216, -0.6546, 2.9692)  0.2771
H (-0.1431, 0.9426, 3.1475)  0.1888
H (-0.9976, 0.7237, 1.6494)  -1.1576
H (0.7753, -2.6818, 0.1818)  -0.2350
H (0.7051, -3.9619, 2.1999)  0.2980
H (2.3674, -3.6114, 2.5991)  0.0293
H (1.6718, -5.9829, 1.5330)  0.4953
H (3.2267, -5.2633, 1.2065)  0.3227
H (0.7755, -4.9112, -0.5650)  0.1017
H (2.0643, -6.0325, -0.9024)  0.4935
H (2.1415, -3.6390, -2.0193)  0.0466
H (3.6247, -4.3362, -1.4130)  0.4722
H (2.9783, -1.8370, -0.7639)  -0.0627
H (3.7789, -2.8781, 0.3912)  0.3864
O (1.1626, 3.6702, 2.4512)  -0.2567
C (0.6404, 3.1317, 1.6153)  0.3510
O (-2.1139, -1.9205, -1.8447)  0.2960
C (-3.3506, -2.1509, -2.3862)  0.4625
C (-3.8958, -3.4289, -2.3582)  -0.8361
C (-5.1695, -3.6543, -2.8472)  -0.5509
C (-5.9262, -2.6027, -3.3436)  -0.8045
C (-5.3865, -1.3317, -3.3632)  -0.6959
C (-4.0901, -1.0839, -2.9135)  0.3295
C (-3.5645, 0.3136, -3.0533)  0.5742
O (-4.3070, 1.2850, -3.1003)  -0.6880
O (-2.2713, 0.4265, -3.1205)  -0.1052
H (-1.5982, -2.7341, -1.8427)  -0.0051
H (-3.3178, -4.2413, -1.9322)  0.4661
H (-5.5748, -4.6574, -2.8305)  0.4265
H (-6.9258, -2.7764, -3.7168)  0.4258
H (-5.9517, -0.4939, -3.7496)  0.4890